DFT (ωB97M-V/def2-TZVPD) results for 2 unconnected molecules or ions with the total composition C29H53N4O3P2 at a distorted geometry.

```
! RIJCOSX wB97M-V def2-TZVPD def2/J DEFGRID3
* xyz 1 1
C 2.720 -3.444 5.253
C 3.791 -4.413 4.527
C 3.249 -5.002 3.106
C 2.562 -3.865 2.207
C 2.426 -4.285 0.633
C 2.835 -3.026 -0.327
C 1.541 -2.084 -0.432
N 1.800 -0.595 -0.489
C 2.689 -0.242 -1.648
C 4.175 0.250 -1.395
C 5.297 -0.926 -1.432
C 5.420 -1.658 -2.824
C 6.455 -2.774 -3.096
C 7.403 -3.150 -1.899
C 7.272 -2.436 -0.506
C 6.215 -1.297 -0.245
C 0.469 0.096 -0.867
C -0.777 -0.220 0.031
C -1.188 0.822 1.142
C -2.419 0.624 2.079
C -3.341 -0.623 1.942
C -2.970 -1.676 0.837
C -3.969 -2.935 0.699
C -1.715 -1.471 -0.083
P 2.233 -0.022 1.134
O 3.812 -0.439 1.637
O 1.263 -0.781 2.360
H 1.633 -3.766 5.027
H 2.805 -3.444 6.401
H 2.878 -2.386 4.822
H 4.753 -3.796 4.406
H 4.040 -5.261 5.272
H 2.469 -5.803 3.406
H 4.152 -5.515 2.620
H 1.521 -3.633 2.645
H 3.244 -2.940 2.266
H 1.390 -4.706 0.387
H 3.193 -5.114 0.469
H 3.754 -2.565 0.159
H 3.079 -3.515 -1.348
H 0.825 -2.419 0.393
H 1.016 -2.357 -1.429
H 2.749 -1.163 -2.349
H 2.204 0.565 -2.324
H 4.363 0.917 -0.489
H 4.462 0.909 -2.306
H 4.719 -1.355 -3.690
H 6.520 -3.242 -4.134
H 8.189 -3.949 -2.098
H 8.014 -2.781 0.291
H 6.152 -0.762 0.755
H 0.671 1.232 -0.909
H 0.242 -0.299 -1.931
H -0.512 1.751 1.250
H -2.626 1.436 2.865
H -4.235 -0.729 2.639
H -4.115 -3.139 -0.430
H -4.991 -2.554 1.084
H -3.614 -3.855 1.269
H -1.478 -2.237 -0.899
H 3.767 -0.470 2.630
H 1.073 -0.137 3.078
O -6.618 3.326 -1.722
P -5.375 4.043 -1.168
N -5.148 4.924 -2.638
C -3.901 5.324 -3.274
C -6.188 5.917 -2.920
N -4.413 2.600 -1.223
C -3.195 2.450 -1.990
C -5.124 1.319 -1.244
N -3.978 4.882 -0.456
C -3.527 4.273 0.820
C -4.278 6.289 -0.097
H -3.384 6.133 -2.748
H -4.085 5.675 -4.295
H -3.202 4.504 -3.402
H -6.126 6.777 -2.244
H -7.186 5.487 -2.810
H -6.133 6.293 -3.947
H -3.392 2.359 -3.063
H -2.651 1.549 -1.680
H -2.492 3.265 -1.809
H -5.528 1.099 -2.239
H -5.943 1.314 -0.522
H -4.464 0.492 -0.957
H -4.340 4.242 1.553
H -2.692 4.840 1.247
H -3.148 3.259 0.696
H -5.176 6.360 0.523
H -4.421 6.918 -0.976
H -3.444 6.744 0.445
*
```

Properties
**E_HOMO**: -9.8 eV
**E**: -61594.3516 eV